The following is a DFT calculation (ωB97M-V/def2-TZVPD) of a molecular structure, C23H50F3N2O11PS.

Positions of all 91 atoms, in Å:
C 1.536 -5.856 2.049
C 1.738 -4.381 1.878
C 1.490 -3.670 0.735
P 0.898 -4.398 -0.805
O 0.905 -5.859 -0.837
O -0.480 -3.687 -1.127
O 1.837 -3.750 -1.936
C 1.720 -2.247 0.696
C 2.195 -1.525 1.736
C 2.434 -0.052 1.608
O 1.327 0.692 2.203
C 0.549 1.334 1.349
F -0.533 1.791 1.992
F 0.107 0.557 0.330
F 1.154 2.392 0.772
C 2.456 -2.226 2.943
N 2.930 -1.742 4.096
S 3.063 -2.984 5.093
N 2.547 -4.175 4.172
C 2.231 -3.635 2.987
H 0.750 -6.236 1.409
H 2.473 -6.378 1.857
H 1.273 -6.056 3.086
H -0.311 -2.811 -1.529
H 2.739 -3.633 -1.617
H 1.524 -1.723 -0.230
H 2.577 0.219 0.565
H 3.319 0.241 2.165
C -3.380 1.028 -0.665
C -4.345 1.439 0.431
O -4.098 0.740 1.648
H -3.448 -0.045 -0.848
H -3.591 1.559 -1.595
H -2.352 1.250 -0.364
H -5.365 1.200 0.139
H -4.281 2.519 0.608
H -3.201 0.943 1.930
C 0.453 -9.221 -3.209
C 1.805 -9.555 -2.606
O 2.567 -8.389 -2.326
H 0.581 -8.644 -4.126
H -0.110 -10.127 -3.440
H -0.136 -8.615 -2.517
H 2.400 -10.145 -3.304
H 1.676 -10.146 -1.692
H 2.060 -7.844 -1.710
C 0.223 5.860 2.605
C -1.273 5.674 2.434
O -1.586 4.894 1.284
H 0.650 6.335 1.721
H 0.445 6.478 3.476
H 0.719 4.895 2.736
H -1.765 6.634 2.289
H -1.702 5.207 3.327
H -1.171 4.034 1.397
C 0.311 0.455 -4.077
C -0.068 -0.896 -3.510
O 0.520 -1.095 -2.215
H 1.395 0.550 -4.151
H -0.119 0.604 -5.066
H -0.047 1.259 -3.430
H 0.300 -1.708 -4.136
H -1.156 -0.989 -3.435
H 0.209 -0.380 -1.651
C 4.533 3.049 5.400
C 4.203 2.493 4.028
O 4.140 1.068 4.027
H 5.484 2.649 5.752
H 4.599 4.138 5.376
H 3.765 2.770 6.125
H 4.977 2.762 3.311
H 3.251 2.904 3.671
H 3.452 0.799 4.646
C 1.451 4.239 -2.854
C 1.103 4.557 -4.297
O 0.067 3.716 -4.796
H 1.757 3.197 -2.758
H 2.263 4.875 -2.497
H 0.586 4.395 -2.204
H 1.963 4.387 -4.944
H 0.809 5.607 -4.396
H -0.714 3.858 -4.252
C -6.639 4.273 -1.415
C -7.863 3.377 -1.380
O -7.589 2.120 -0.768
H -5.825 3.782 -1.949
H -6.860 5.220 -1.909
H -6.289 4.491 -0.403
H -8.200 3.150 -2.390
H -8.685 3.874 -0.854
H -7.308 2.291 0.136

Summary:
E_LUMO in eV: -0.992
E_tot in a.u.: -2882.7354
E_HOMO in Ha: -0.349
Orbital gap in Ha: 0.3123
Spin multiplicity: 1